Record 1
{
  "formula": "C5H15N5O10",
  "method": "ωB97M-V/def2-TZVPD",
  "elements": ["C", "N", "O", "O", "H", "H", "H", "C", "N", "O", "O", "H", "H", "H", "C", "N", "O", "O", "H", "H", "H", "C", "N", "O", "O", "H", "H", "H", "C", "N", "O", "O", "H", "H", "H"],
  "coordinates": [[-0.59, -2.65, -2.70], [-1.79, -3.05, -3.50], [-1.96, -2.43, -4.54], [-2.52, -3.92, -3.08], [-0.56, -3.33, -1.85], [-0.84, -1.66, -2.33], [0.27, -2.67, -3.34], [1.08, -0.72, 0.92], [1.58, 0.03, -0.28], [0.74, 0.26, -1.12], [2.79, 0.21, -0.36], [0.59, -1.64, 0.59], [0.32, -0.05, 1.32], [1.82, -0.90, 1.69], [2.00, 1.22, -4.16], [3.02, 0.21, -4.56], [3.92, 0.55, -5.28], [2.86, -0.92, -4.13], [1.18, 0.69, -3.70], [1.70, 1.83, -5.01], [2.46, 1.85, -3.40], [-2.72, 2.61, 2.58], [-1.84, 3.14, 1.49], [-0.93, 2.43, 1.11], [-2.17, 4.17, 0.98], [-2.86, 3.49, 3.22], [-2.13, 1.95, 3.20], [-3.67, 2.26, 2.19], [-0.39, 0.19, 4.82], [-0.09, -1.25, 4.91], [-0.43, -1.97, 4.01], [0.52, -1.61, 5.89], [-1.45, 0.37, 4.97], [-0.04, 0.53, 3.85], [0.11, 0.76, 5.59]],
  "homo_lumo_gap_ev": 10.65,
  "charge": 0,
  "e_above_lowest_ev": 0.6104,
  "energy_ev": -33339.1746,
  "smiles": "C[N+](=O)[O-].C[N+](=O)[O-].C[N+](=O)[O-].C[N+](=O)[O-].C[N+](=O)[O-]"
}

---

Record 2
{
  "formula": "C9H8O",
  "method": "ωB97M-V/def2-TZVPD",
  "elements": ["C", "C", "C", "C", "C", "C", "C", "C", "C", "O", "H", "H", "H", "H", "H", "H", "H", "H"],
  "coordinates": [[-1.80, -2.04, -0.02], [-2.40, -0.92, 0.61], [-0.46, -1.97, -0.39], [-1.63, 0.20, 0.75], [0.29, -0.79, -0.20], [-0.28, 0.38, 0.39], [0.43, 1.50, 0.79], [3.85, 0.35, -0.72], [0.99, 2.33, -0.31], [4.06, -0.06, 0.29], [-2.47, -2.83, -0.33], [-3.44, -1.16, 0.73], [0.13, -2.81, -0.86], [-2.28, 0.98, 1.13], [1.30, -0.81, -0.40], [2.10, 2.32, -0.02], [0.86, 3.36, -0.14], [0.75, 1.96, -1.31]],
  "homo_lumo_gap_ev": [7.38, 7.39],
  "charge": 0,
  "e_above_lowest_ev": 4.1859,
  "energy_ev": -11505.3367
}

---

Record 3
{
  "formula": "C2H2N2OS",
  "method": "ωB97M-V/def2-TZVPD",
  "elements": ["C", "N", "S", "H", "N", "C", "O", "H"],
  "coordinates": [[1.51, 0.94, 0.74], [2.31, 0.36, 0.08], [3.23, -0.59, -0.60], [0.82, 1.75, 1.11], [-1.46, -0.85, -0.09], [-1.43, 0.33, -0.36], [-1.41, 1.47, -0.35], [-1.51, -1.64, -0.58]],
  "homo_lumo_gap_ev": 9.14,
  "charge": 0,
  "e_above_lowest_ev": 2.2468,
  "energy_ev": -17966.7294,
  "smiles": "C#[N+][S-].N=C=O"
}

---

Record 4
{
  "formula": "C4H9N2O",
  "method": "ωB97M-V/def2-TZVPD",
  "elements": ["C", "C", "C", "C", "N", "N", "O", "H", "H", "H", "H", "H", "H", "H", "H", "H"],
  "coordinates": [[3.00, -0.39, 0.42], [2.16, 0.40, -0.20], [-2.81, -0.19, 0.22], [0.79, 0.24, 0.09], [-2.08, -1.10, -0.33], [-0.02, 1.19, -0.21], [-2.51, 0.99, 0.39], [4.08, -0.31, 0.22], [2.75, -1.14, 1.21], [2.48, 1.22, -0.89], [-3.88, -0.45, 0.40], [0.71, -0.52, 0.84], [-2.28, -2.06, -0.52], [0.22, 1.96, -0.80], [-1.25, -0.89, -0.88], [-1.37, 1.06, 0.04]],
  "homo_lumo_gap_ev": 10.23,
  "charge": 1,
  "e_above_lowest_ev": 2.3806,
  "energy_ev": -9313.6351
}

---

Record 5
{
  "formula": "H5NOSSi",
  "method": "ωB97M-V/def2-TZVPD",
  "elements": ["O", "Si", "S", "H", "H", "N", "H", "H", "H"],
  "coordinates": [[3.17, 2.19, -0.36], [2.43, 0.88, -0.10], [3.61, -0.91, 0.50], [1.07, 0.40, 0.05], [4.55, -0.20, 1.10], [-2.11, -0.76, -0.24], [-2.83, -0.13, -0.02], [-2.32, -1.45, -0.94], [-2.29, -1.39, 0.59]],
  "homo_lumo_gap_ev": 9.96,
  "charge": 0,
  "e_above_lowest_ev": 2.6355,
  "energy_ev": -22331.5885,
  "smiles": "O=[SiH]S.N"
}

---

Record 6
{
  "formula": "C6H13O2P",
  "method": "ωB97M-V/def2-TZVPD",
  "elements": ["C", "C", "C", "O", "P", "O", "C", "C", "C", "H", "H", "H", "H", "H", "H", "H", "H", "H", "H", "H", "H", "H"],
  "coordinates": [[1.27, 1.83, -0.31], [-0.04, 0.92, -0.38], [-0.89, 1.01, -1.63], [-0.90, 1.28, 0.75], [-1.38, -0.16, 1.40], [-1.31, -0.23, 2.84], [-0.02, -0.82, 0.30], [1.09, -0.92, 1.32], [-0.10, -2.00, -0.67], [0.97, 2.70, 0.18], [1.42, 2.02, -1.33], [2.01, 1.31, 0.21], [-0.52, 0.23, -2.24], [-0.79, 2.10, -1.96], [-1.94, 0.73, -1.47], [-2.76, -0.35, 0.84], [0.85, -1.25, 2.35], [1.58, 0.07, 1.59], [2.01, -1.54, 1.02], [0.59, -2.76, -0.45], [-0.03, -1.76, -1.68], [-1.08, -2.40, -0.67]],
  "homo_lumo_gap_ev": 10.54,
  "charge": 0,
  "e_above_lowest_ev": 1.6202,
  "energy_ev": -19815.5030,
  "smiles": "CC1(C)O[P@H](=O)C1(C)C"
}

---

Record 7
{
  "formula": "C6H9NO",
  "method": "ωB97M-V/def2-TZVPD",
  "elements": ["C", "C", "C", "C", "C", "C", "H", "H", "H", "H", "H", "H", "H", "H", "H", "N", "O"],
  "coordinates": [[1.63, -1.10, 1.35], [0.16, -0.67, -0.38], [-1.33, -0.34, -0.87], [-1.08, 1.16, -1.42], [-0.72, 1.28, 0.10], [0.55, 0.61, 0.36], [2.48, -0.66, 0.92], [1.77, -2.20, 1.00], [1.57, -1.34, 2.59], [0.64, -1.65, -0.89], [-2.12, -0.82, -1.56], [-0.27, 1.12, -2.24], [-1.81, 1.99, -1.39], [-1.40, 2.15, 0.64], [1.44, 0.95, 0.45], [0.22, -0.67, 1.01], [-1.72, 0.21, 0.33]],
  "homo_lumo_gap_ev": 10.10,
  "charge": 0,
  "e_above_lowest_ev": 7.6398,
  "energy_ev": -9897.9643
}

---

Record 8
{
  "formula": "C2H3KNaO",
  "method": "ωB97M-V/def2-TZVPD",
  "elements": ["O", "C", "Na", "K", "H", "C", "H", "H"],
  "coordinates": [[2.40, 1.41, -0.33], [1.83, 0.77, -1.24], [0.20, 0.15, 1.95], [0.20, -1.60, -0.67], [2.31, 0.96, -2.25], [-1.85, -0.57, 0.75], [-2.69, -1.09, 0.24], [-2.41, -0.03, 1.54]],
  "homo_lumo_gap_ev": [4.55, 4.45],
  "charge": 0,
  "energy_ev": -24905.9649,
  "spin_multiplicity": 2
}